DFT (the ωB97M-V functional and the def2-TZVPD basis) results for a molecular structure, C21H31O4Ti.

Structure (XYZ):
```
57
Properties=species:S:1:pos:R:3:forces:R:3:mulliken_charge:R:1
O 0.220 -0.192 -3.460 0.15 1.25 -1.64 -0.24
C 0.132 1.143 -4.119 0.14 0.47 0.43 -0.60
C 0.102 0.587 -5.528 -0.02 -0.28 0.70 -0.75
H 1.021 1.770 -3.931 -0.45 -0.30 0.16 0.31
H -0.789 1.673 -3.820 0.44 -0.16 0.00 0.31
C 0.161 -0.768 -4.799 0.08 -0.82 -1.26 1.45
H 1.012 0.812 -6.096 -0.50 -0.02 -0.09 0.32
H -0.831 0.778 -6.059 0.31 0.00 -0.18 0.31
C 1.431 -1.510 -5.148 0.09 -0.20 0.02 -1.74
H 2.300 -0.871 -4.971 -0.03 -0.12 0.15 0.39
H 1.429 -1.742 -6.219 -0.06 -0.10 0.18 0.41
H 1.517 -2.440 -4.578 0.12 0.11 -0.06 0.37
C -1.076 -1.617 -5.024 0.02 -0.22 0.02 -1.73
H -1.998 -1.075 -4.782 0.21 -0.11 0.09 0.38
H -1.018 -2.553 -4.455 -0.13 0.22 0.01 0.38
H -1.127 -1.887 -6.087 0.02 0.04 0.18 0.41
Ti -0.258 -0.556 2.105 1.11 2.63 0.87 -0.47
C -2.035 -1.000 3.540 -0.33 0.94 -0.23 -0.45
C -1.642 0.360 3.723 -1.38 -0.43 -0.51 -0.41
C -1.908 1.061 2.494 -1.33 -0.86 -0.20 -0.40
H -1.396 0.814 4.677 0.18 -0.15 -0.35 0.54
C -2.458 0.124 1.565 0.03 0.37 1.09 -0.24
C -2.462 -1.168 2.184 0.00 0.28 0.18 -0.85
H -2.801 -2.092 1.714 0.01 0.32 0.27 0.44
H -2.089 -1.736 4.338 0.32 0.09 -0.37 0.60
H -1.857 2.139 2.358 0.31 -0.40 -0.05 0.53
H -2.925 0.375 0.613 0.50 -0.26 0.30 0.83
C 0.718 -1.659 3.756 0.81 -0.93 -0.59 -0.38
C 0.103 -2.653 2.922 1.01 -0.17 -0.28 -0.29
C 0.762 -2.644 1.650 0.02 0.16 0.87 -0.54
H -0.695 -3.332 3.205 0.15 0.25 -0.10 0.55
C 1.814 -1.673 1.711 -0.46 -0.21 0.78 -0.64
C 1.799 -1.074 3.004 0.06 -1.14 -0.11 -0.20
H 2.571 -0.425 3.399 -0.42 0.06 -0.15 0.67
H 0.493 -1.426 4.792 -0.03 -0.07 -0.34 0.49
H 0.564 -3.319 0.813 -0.07 0.41 0.35 0.56
H 2.552 -1.479 0.939 -0.35 0.13 0.08 0.50
O 0.548 0.618 0.565 -0.58 -0.76 -0.22 -0.29
C -0.029 -0.201 -0.520 0.31 0.53 -0.10 -0.45
C -0.906 0.795 -1.248 -0.30 -0.04 -0.10 -0.41
H -0.564 -1.116 -0.162 0.23 0.49 0.35 0.43
H 0.833 -0.521 -1.132 -0.66 -0.12 0.10 0.52
C 0.090 1.959 -1.321 0.19 -0.39 -0.53 -0.60
H -1.790 1.095 -0.665 0.50 -0.16 -0.16 0.20
H -1.231 0.358 -2.192 0.05 0.38 0.23 0.32
C 0.588 2.017 0.100 -0.13 0.27 0.43 -0.74
H -0.313 2.902 -1.708 0.05 -0.18 0.31 0.45
H 0.917 1.643 -1.970 -0.24 0.27 0.24 0.19
H -0.060 2.612 0.749 0.29 -0.19 -0.11 0.29
H 1.627 2.321 0.217 -0.19 0.17 0.01 0.36
C 1.523 2.280 5.369 -0.02 -0.23 -0.22 -0.80
O 1.092 1.116 4.612 -0.29 -0.24 0.31 -0.24
C 0.674 1.330 3.356 0.60 0.35 -1.11 0.68
O 0.791 2.431 2.851 -0.38 -0.98 0.35 -0.61
H 1.709 1.900 6.369 0.04 0.06 -0.03 0.26
H 0.731 3.032 5.383 0.18 -0.04 -0.06 0.31
H 2.437 2.682 4.926 -0.17 0.07 0.09 0.29
```
Positions in Å, forces in eV/Å.

Summary:
- molar mass (g mol⁻¹) = 395.3
- net charge = +1
- ΔE to the lowest compared entry with this formula, charge and spin (kcal per mole) = 6.1
- largest force on an atom (eV/A) = 3.0
- Kohn-Sham gap (eV) = 7.988

---

DFT (the ωB97M-V functional and the def2-TZVPD basis) results for a molecular structure, C15H32FeN8O6.

Structure (XYZ):
```
62
Properties=species:S:1:pos:R:3:forces:R:3:mulliken_charge:R:1
O -0.727 0.044 -4.316 -0.26 0.46 -0.11 -0.28
H -0.879 0.788 -4.935 0.10 -0.16 -0.04 0.31
Fe -1.365 0.421 -1.574 1.94 -1.31 4.34 -0.19
N -0.988 1.877 0.098 0.72 1.37 1.77 1.36
N 0.495 1.199 -1.844 0.53 -0.49 0.21 0.98
N -2.109 -0.670 0.124 -0.75 -3.69 -0.04 0.86
N -0.839 -1.426 -1.888 -0.90 -2.73 0.89 0.63
O -1.548 1.956 1.314 0.88 -0.22 -2.55 -0.83
O -2.430 -0.375 1.385 0.69 2.51 -0.63 -0.71
O 0.224 -1.833 -2.578 0.86 0.82 -1.52 -0.55
O 1.363 0.427 -2.405 -0.50 2.71 0.12 -0.58
C 0.710 2.462 -1.377 0.23 -0.51 -0.24 0.28
C -0.149 2.865 -0.272 -0.32 -0.37 -0.91 0.25
C -2.377 -1.933 -0.233 -0.71 2.60 0.38 0.44
C -1.653 -2.361 -1.398 1.72 1.21 -2.09 0.28
C -0.029 4.244 0.347 0.56 -0.78 -0.24 -1.45
H 0.494 4.098 1.322 -0.58 0.48 -0.45 0.29
H -1.033 4.716 0.451 0.76 -0.33 0.18 0.40
H 0.633 4.824 -0.334 -0.64 -0.12 0.77 0.43
C 1.799 3.339 -1.924 -0.03 -0.36 0.34 -1.94
H 2.373 2.818 -2.717 -0.32 0.36 0.60 0.35
H 2.437 3.622 -1.068 0.07 0.00 -0.58 0.42
H 1.330 4.259 -2.312 0.30 -0.28 0.02 0.51
C -3.300 -2.881 0.476 0.68 0.35 0.09 -1.59
C -1.717 -3.769 -1.905 0.33 0.08 0.20 -1.60
H -3.781 -2.305 1.285 0.13 -0.73 -0.27 0.42
H -2.645 -3.702 0.846 -0.86 0.31 0.14 0.30
H -4.037 -3.288 -0.257 0.53 0.26 0.66 0.37
H -1.055 -3.903 -2.773 -0.21 0.02 0.44 0.41
H -2.755 -4.012 -2.199 0.44 0.10 0.23 0.39
H -1.416 -4.434 -1.078 -0.12 -0.05 -0.50 0.33
H -1.949 0.733 1.391 -1.34 -1.07 0.87 0.36
H 0.689 -0.916 -2.785 -0.45 -1.88 0.43 0.42
C -3.016 1.239 -1.643 0.21 1.29 -0.21 -0.81
H -3.009 2.347 -1.487 -0.02 -0.93 -0.92 0.29
H -3.851 0.777 -1.124 -0.06 -0.38 -0.67 0.28
H -2.473 0.725 -2.607 -3.46 1.45 -0.75 0.19
O -3.285 4.387 1.148 -0.45 -1.50 -1.52 -0.64
H -3.910 4.204 0.386 0.96 0.48 1.46 0.32
H -2.838 3.510 1.283 -0.55 1.02 0.10 0.35
C 1.190 0.238 1.989 0.78 -0.41 0.73 -0.63
N 1.177 -0.579 0.777 -1.00 0.42 -0.71 0.92
C 0.858 -1.964 1.127 0.69 -0.36 0.58 -0.72
N 1.891 -2.520 2.047 0.02 0.39 -0.14 0.11
C 1.948 -1.666 3.257 -0.11 0.13 -0.35 -0.69
N 2.238 -0.249 2.935 -0.10 -0.12 -0.40 0.09
C 3.548 -0.218 2.245 -0.31 -0.15 -0.11 -0.71
N 3.557 -1.031 1.011 -0.56 0.09 0.05 0.09
C 2.473 -0.522 0.115 1.03 -0.46 0.64 -0.72
C 3.215 -2.422 1.385 -0.28 0.22 0.00 -0.67
H 0.214 0.178 2.500 0.33 0.03 -0.27 0.07
H 1.414 1.290 1.739 -0.09 -0.34 0.03 0.20
H 0.833 -2.581 0.213 0.03 0.23 0.27 0.14
H -0.122 -2.005 1.633 0.33 0.07 -0.17 0.19
H 2.741 -2.046 3.921 -0.35 0.13 -0.19 0.36
H 0.977 -1.714 3.762 0.15 -0.04 0.04 0.32
H 3.774 0.820 1.976 0.08 -0.11 0.10 0.30
H 4.316 -0.609 2.931 -0.24 0.23 -0.25 0.35
H 2.476 -1.154 -0.788 -0.14 0.30 0.27 0.09
H 2.722 0.519 -0.152 -0.14 -0.33 0.05 0.22
H 3.984 -2.805 2.075 -0.27 0.10 -0.29 0.35
H 3.192 -3.030 0.475 0.09 0.01 0.13 0.32
```
Positions in Å, forces in eV/Å.

Summary:
- molar mass (g mol⁻¹) = 476.3
- net charge = +1
- <S²> = 9.198
- ΔE to the lowest compared entry with this formula, charge and spin (kcal per mole) = 129.0
- largest force on an atom (eV/A) = 4.9
- multiplicity = 6
- Kohn-Sham gap (spin up / spin down) (eV) = 5.649 / 4.787

---

Question: Which of these has the highest largest force on an atom?
Answer: C15H32FeN8O6

---

Question: Number 2 is which compound?
Answer: C15H32FeN8O6

---

Question: Which value of molar mass does entry 2 give?
Answer: 476.3 g mol⁻¹

---

Question: The highest largest force on an atom belongs to which entry?
Answer: C15H32FeN8O6